1.
# C38H81N5O11S5

A 16-piece molecular cluster, C38H81N5O11S5 overall (ωB97M-V with the def2-TZVPD basis set, OMol25).

The HOMO energy is -8.66 eV. As for the LUMO energy: 0.139 eV. As for the net charge: 0. The largest force on an atom is 6.4 eV/Å.

Positions of all 140 atoms, in Å:
C: -15.885 1.792 -21.733
C: -14.452 1.731 -21.803
N: -13.292 1.665 -21.949
H: -16.227 2.823 -21.831
H: -16.279 1.256 -20.869
H: -16.168 1.283 -22.653
C: -9.247 -0.616 -21.734
C: -10.440 -1.516 -21.798
N: -11.371 -2.204 -21.824
H: -9.498 0.350 -21.296
H: -9.007 -0.466 -22.786
H: -8.427 -1.113 -21.216
C: -11.396 -2.113 -18.333
C: -9.956 -1.957 -18.348
N: -8.753 -1.855 -18.402
H: -11.781 -1.893 -17.338
H: -11.612 -3.096 -18.752
H: -11.821 -1.404 -19.044
C: -7.414 4.280 -13.547
C: -8.563 4.109 -12.662
N: -9.515 3.932 -12.011
H: -7.508 3.787 -14.514
H: -6.459 4.003 -13.100
H: -7.306 5.332 -13.814
C: -8.072 8.761 -15.980
C: -8.964 9.328 -16.952
N: -9.682 9.884 -17.654
H: -7.505 9.593 -15.563
H: -7.468 7.965 -16.414
H: -8.676 8.419 -15.139
C: -10.311 2.704 -19.841
S: -9.997 1.524 -18.435
O: -11.351 0.848 -18.070
C: -9.775 2.830 -17.138
H: -9.522 3.404 -20.116
H: -11.121 3.403 -19.636
H: -10.688 2.268 -20.767
H: -9.620 2.398 -16.149
H: -10.641 3.483 -17.032
H: -8.895 3.392 -17.449
C: -6.258 0.934 -16.596
S: -5.341 -0.105 -15.378
O: -4.439 -0.991 -16.213
C: -4.391 1.285 -14.656
H: -5.506 1.316 -17.287
H: -6.897 1.666 -16.101
H: -6.912 0.209 -17.080
H: -3.741 0.791 -13.934
H: -5.165 1.868 -14.157
H: -3.766 1.832 -15.361
C: -16.062 -1.232 -16.813
S: -15.027 -1.222 -18.343
O: -15.996 -1.249 -19.557
C: -14.459 0.548 -18.270
H: -16.562 -2.188 -16.661
H: -16.842 -0.474 -16.739
H: -15.308 -1.152 -16.030
H: -13.938 0.909 -17.383
H: -15.240 1.255 -18.549
H: -13.671 0.621 -19.020
C: -8.887 -1.193 -14.489
S: -8.838 0.097 -13.203
O: -8.056 1.240 -13.838
C: -10.664 0.457 -13.265
H: -7.855 -1.541 -14.539
H: -9.313 -0.816 -15.419
H: -9.562 -1.984 -14.161
H: -11.002 1.057 -14.110
H: -10.987 1.019 -12.389
H: -11.265 -0.449 -13.345
C: -11.348 5.956 -14.536
S: -12.734 6.725 -15.543
O: -13.660 5.580 -15.979
C: -13.524 7.618 -14.202
H: -10.754 6.661 -13.955
H: -10.732 5.480 -15.299
H: -11.631 5.150 -13.859
H: -12.843 8.359 -13.784
H: -13.934 7.045 -13.370
H: -14.368 8.201 -14.569
C: -10.974 6.920 -20.047
C: -9.935 6.407 -19.034
O: -10.335 6.032 -17.918
C: -8.445 6.529 -19.476
H: -10.970 6.314 -20.953
H: -10.758 7.943 -20.355
H: -11.949 6.946 -19.561
H: -7.762 6.200 -18.692
H: -8.257 7.600 -19.545
H: -8.177 6.009 -20.396
C: -5.842 2.152 -20.835
C: -5.807 3.424 -20.003
O: -6.726 3.648 -19.206
C: -4.655 4.451 -20.295
H: -5.741 1.307 -20.153
H: -5.133 1.981 -21.645
H: -6.856 2.056 -21.221
H: -4.291 4.233 -21.299
H: -3.843 4.316 -19.581
H: -4.906 5.509 -20.229
C: -10.815 3.142 -23.641
C: -10.215 4.456 -23.160
O: -9.116 4.592 -22.637
C: -11.006 5.675 -23.409
H: -10.547 2.891 -24.667
H: -11.901 3.107 -23.561
H: -10.393 2.391 -22.973
H: -11.173 5.749 -24.484
H: -10.417 6.553 -23.141
H: -11.938 5.696 -22.843
C: -5.078 6.405 -16.848
C: -4.303 5.588 -15.880
O: -4.278 5.743 -14.642
C: -3.572 4.421 -16.435
H: -4.517 7.087 -17.488
H: -5.662 7.061 -16.203
H: -5.642 5.785 -17.544
H: -2.830 4.648 -17.201
H: -4.257 3.676 -16.840
H: -2.957 3.953 -15.666
C: -12.745 2.405 -15.306
C: -13.883 1.978 -14.406
O: -13.866 0.821 -14.061
C: -14.992 3.054 -14.115
H: -13.116 3.261 -15.870
H: -12.525 1.662 -16.072
H: -11.847 2.791 -14.823
H: -15.753 2.393 -13.703
H: -15.184 3.504 -15.090
H: -14.715 3.771 -13.341
C: -15.006 6.327 -18.930
C: -14.442 5.222 -19.740
O: -14.146 5.379 -20.897
C: -14.133 3.946 -19.031
H: -14.221 6.979 -18.546
H: -15.533 5.915 -18.070
H: -15.787 6.943 -19.375
H: -15.039 3.359 -18.883
H: -13.638 4.261 -18.112
H: -13.524 3.284 -19.646


2.
# C38H81N5O29

A 13-piece molecular cluster, C38H81N5O29 overall (ωB97M-V with the def2-TZVPD basis set, OMol25).

The HOMO energy is -9.40 eV. As for the LUMO energy: 0.542 eV. As for the net charge: 0. The largest force on an atom is 4.7 eV/Å.

Positions of all 153 atoms, in Å:
C: -2.317 2.079 5.205
O: -3.680 1.933 5.382
C: -4.041 0.722 5.861
O: -3.295 -0.167 6.152
O: -5.434 0.820 6.088
C: -5.943 -0.271 6.758
H: -1.588 1.743 5.943
H: -2.082 3.142 5.153
H: -1.998 1.684 4.241
H: -5.781 -0.252 7.836
H: -5.593 -1.244 6.414
H: -7.013 -0.226 6.556
C: 6.583 -1.164 -4.447
O: 6.158 -2.414 -3.890
C: 5.174 -2.369 -2.983
O: 4.640 -1.398 -2.461
O: 4.870 -3.668 -2.709
C: 3.776 -3.883 -1.850
H: 7.360 -1.117 -5.210
H: 7.012 -0.560 -3.647
H: 5.775 -0.542 -4.832
H: 3.859 -4.868 -1.390
H: 2.836 -3.940 -2.399
H: 3.694 -3.128 -1.068
C: 1.323 3.274 -0.535
O: 2.148 3.838 -1.521
C: 1.634 4.424 -2.580
O: 0.449 4.518 -2.765
O: 2.614 4.919 -3.287
C: 2.313 5.874 -4.296
H: 1.958 2.641 0.086
H: 0.562 2.577 -0.886
H: 0.981 4.061 0.137
H: 1.854 6.801 -3.952
H: 1.724 5.527 -5.145
H: 3.245 6.290 -4.680
C: -0.670 3.026 -5.550
O: -0.797 2.149 -4.449
C: -1.869 1.591 -4.104
O: -3.006 1.766 -4.532
O: -1.550 0.745 -3.084
C: -2.587 -0.034 -2.536
H: -0.594 2.475 -6.488
H: 0.270 3.569 -5.446
H: -1.452 3.781 -5.632
H: -2.240 -0.877 -1.938
H: -3.261 -0.377 -3.320
H: -3.187 0.524 -1.817
C: 0.162 -2.715 -5.143
O: -1.072 -2.954 -5.730
C: -2.011 -3.646 -5.097
O: -2.090 -3.923 -3.917
O: -2.928 -3.860 -6.053
C: -4.226 -4.349 -5.631
H: 0.108 -2.469 -4.083
H: 0.740 -2.010 -5.739
H: 0.667 -3.677 -5.231
H: -4.831 -3.634 -5.073
H: -4.144 -5.301 -5.107
H: -4.816 -4.520 -6.531
C: -3.083 -3.713 -0.367
O: -3.808 -2.718 0.315
C: -4.053 -2.814 1.562
O: -3.667 -3.684 2.367
O: -4.835 -1.761 1.917
C: -5.033 -1.543 3.307
H: -2.830 -3.534 -1.412
H: -3.695 -4.614 -0.328
H: -2.134 -3.928 0.124
H: -4.094 -1.543 3.861
H: -5.692 -2.277 3.772
H: -5.519 -0.569 3.361
C: 3.737 0.887 5.846
O: 2.627 0.029 6.107
C: 2.322 -1.011 5.329
O: 3.061 -1.669 4.629
O: 0.980 -1.198 5.496
C: 0.277 -1.950 4.549
H: 3.353 1.887 6.047
H: 4.158 0.879 4.841
H: 4.556 0.555 6.485
H: 0.870 -2.605 3.912
H: -0.324 -1.275 3.939
H: -0.454 -2.506 5.135
C: 0.564 6.194 3.297
O: 0.284 4.943 2.738
C: 0.826 3.818 3.299
O: 1.522 3.768 4.303
O: 0.651 2.793 2.495
C: 1.332 1.556 2.650
H: 0.012 6.483 4.191
H: 0.410 7.014 2.596
H: 1.578 6.316 3.679
H: 1.380 0.929 1.760
H: 0.795 1.019 3.431
H: 2.334 1.720 3.046
C: 0.761 -2.168 -0.889
C: 0.064 -0.886 -0.355
O: 0.310 0.156 -0.914
N: -0.706 -1.025 0.711
C: -1.387 0.043 1.423
H: 1.327 -2.669 -0.103
H: 1.511 -1.856 -1.616
H: 0.024 -2.787 -1.400
H: -0.921 -1.927 1.111
H: -0.939 1.015 1.216
H: -1.161 -0.091 2.481
H: -2.443 0.123 1.165
C: 2.525 0.844 -3.920
C: 2.922 1.212 -5.303
O: 3.420 0.374 -6.069
N: 2.719 2.517 -5.644
C: 3.145 3.072 -6.975
H: 3.288 1.103 -3.186
H: 2.457 -0.242 -3.853
H: 1.631 1.242 -3.438
H: 2.384 3.168 -4.948
H: 3.433 2.287 -7.675
H: 3.963 3.792 -6.936
H: 2.322 3.704 -7.309
C: -6.078 1.475 0.740
C: -4.935 2.004 1.547
O: -4.320 1.279 2.306
N: -4.586 3.296 1.259
C: -3.309 3.853 1.764
H: -6.751 2.298 0.501
H: -6.615 0.619 1.150
H: -5.625 0.891 -0.061
H: -5.141 3.842 0.615
H: -3.176 3.760 2.842
H: -3.220 4.929 1.610
H: -2.514 3.302 1.262
C: -0.731 -5.881 3.229
C: 0.218 -4.913 2.545
O: -0.235 -4.080 1.787
N: 1.478 -4.993 2.847
C: 2.584 -4.257 2.194
H: -1.783 -5.696 3.009
H: -0.673 -5.797 4.315
H: -0.492 -6.918 2.996
H: 1.673 -5.823 3.389
H: 2.210 -3.261 1.960
H: 2.816 -4.678 1.216
H: 3.419 -4.200 2.892
O: 4.638 1.492 1.450
C: 4.473 0.670 0.627
N: 4.867 0.781 -0.645
C: 3.681 -0.607 0.939
H: 5.554 1.497 -0.831
H: 4.565 0.184 -1.402
H: 4.318 -1.480 0.795
H: 2.842 -0.770 0.263
H: 3.399 -0.628 1.992


3.
# C38H84FN7O3P

A 4-piece molecular cluster, C38H84FN7O3P overall (ωB97M-V with the def2-TZVPD basis set, OMol25).

The HOMO energy is -9.63 eV. As for the LUMO energy: -3.858 eV. As for the net charge: +1. The largest force on an atom is 4.4 eV/Å.

Positions of all 134 atoms, in Å:
C: -2.455 -2.825 11.021
C: -2.679 -1.916 9.828
C: -1.883 -2.427 8.620
C: -2.592 -2.150 7.310
C: -1.677 -2.266 6.097
C: -2.369 -1.732 4.840
C: -2.187 -2.630 3.606
C: -1.119 -2.076 2.658
C: -1.348 -2.534 1.208
C: -0.082 -2.991 0.496
C: 1.036 -1.920 0.563
N: 0.405 -0.661 0.146
C: 0.852 0.539 0.871
O: 0.878 0.514 2.074
N: 1.243 1.706 0.137
C: 2.641 1.954 0.194
O: 3.205 2.413 1.160
F: 3.337 1.608 -0.914
C: 0.236 -0.520 -1.181
N: -0.797 0.225 -1.556
N: 1.011 -1.128 -2.066
C: 2.363 -1.269 -1.457
C: 2.284 -2.281 -0.347
C: 2.267 -3.745 -0.794
C: 3.529 -4.256 -1.485
C: 3.678 -3.865 -2.975
C: 5.012 -3.148 -3.202
P: 3.779 -1.918 0.664
O: 3.640 -0.634 1.371
H: -2.904 -3.789 10.841
H: -1.404 -2.922 11.246
H: -2.930 -2.427 11.907
H: -3.731 -1.874 9.585
H: -2.374 -0.910 10.084
H: -0.941 -1.895 8.609
H: -1.706 -3.482 8.768
H: -3.384 -2.880 7.203
H: -3.013 -1.153 7.319
H: -1.440 -3.308 5.938
H: -0.767 -1.725 6.315
H: -3.434 -1.727 5.038
H: -2.095 -0.709 4.621
H: -1.950 -3.633 3.921
H: -3.116 -2.589 3.053
H: -1.213 -1.003 2.694
H: -0.148 -2.419 2.988
H: -2.045 -3.361 1.229
H: -1.834 -1.756 0.637
H: 0.241 -3.901 0.966
H: -0.310 -3.166 -0.547
H: 1.374 -1.919 1.584
H: 0.839 1.777 -0.787
H: -0.753 0.920 -2.287
H: -1.657 0.156 -1.045
H: 1.034 -0.560 -2.911
H: 2.574 -0.314 -1.002
H: 3.163 -1.438 -2.155
H: 1.439 -3.874 -1.476
H: 2.069 -4.400 0.035
H: 3.466 -5.332 -1.452
H: 4.439 -4.011 -0.957
H: 2.862 -3.234 -3.290
H: 3.729 -4.762 -3.564
H: 5.785 -3.758 -2.761
H: 5.045 -2.216 -2.657
H: 5.238 -3.007 -4.246
H: 4.840 -1.915 -0.262
H: 3.978 -3.030 1.506
C: -9.087 1.562 2.881
C: -8.288 0.896 3.990
N: -7.336 -0.088 3.508
C: -6.753 -0.889 4.571
C: -5.867 -0.186 5.608
C: -6.409 0.376 2.495
C: -5.488 1.557 2.841
H: -9.624 0.822 2.286
H: -9.819 2.242 3.316
H: -8.457 2.152 2.214
H: -8.991 0.384 4.650
H: -7.808 1.680 4.596
H: -6.185 -1.706 4.116
H: -7.575 -1.377 5.102
H: -4.882 0.044 5.206
H: -5.716 -0.844 6.466
H: -6.314 0.734 5.982
H: -6.986 0.645 1.608
H: -5.797 -0.473 2.176
H: -6.011 2.347 3.379
H: -5.095 1.998 1.921
H: -4.630 1.247 3.436
C: 0.982 2.747 -3.846
C: 0.349 2.351 -5.166
N: -1.071 2.628 -5.216
C: -1.726 2.036 -6.376
C: -1.327 2.539 -7.767
C: -1.454 3.999 -4.904
C: -0.871 5.123 -5.770
H: 0.484 2.245 -3.005
H: 2.030 2.458 -3.828
H: 0.947 3.820 -3.663
H: 0.486 1.272 -5.301
H: 0.910 2.834 -5.978
H: -2.806 2.147 -6.255
H: -1.543 0.957 -6.339
H: -1.762 3.511 -7.990
H: -1.694 1.845 -8.524
H: -0.245 2.607 -7.889
H: -1.185 4.198 -3.863
H: -2.543 4.062 -4.918
H: 0.190 4.978 -5.982
H: -0.970 6.076 -5.249
H: -1.398 5.225 -6.716
C: 8.537 1.443 -4.560
C: 7.322 2.031 -5.261
N: 6.062 1.462 -4.814
C: 4.948 1.844 -5.656
C: 4.543 3.324 -5.705
C: 5.845 1.500 -3.375
C: 5.863 2.866 -2.665
H: 8.580 0.361 -4.692
H: 9.444 1.871 -4.984
H: 8.545 1.663 -3.492
H: 7.420 1.829 -6.330
H: 7.349 3.126 -5.149
H: 4.082 1.246 -5.370
H: 5.186 1.525 -6.675
H: 4.000 3.631 -4.812
H: 3.881 3.496 -6.557
H: 5.403 3.981 -5.828
H: 6.615 0.877 -2.915
H: 4.906 0.986 -3.144
H: 6.660 3.509 -3.040
H: 6.043 2.719 -1.599
H: 4.921 3.406 -2.755